47
Properties=species:S:1:pos:R:3:forces:R:3 method="wB97M-V/def2-TZVPD" energy_ha=-1088.99327 smiles="CCCC(=O)N[C@H]1CCOC1=O.CNC(=O)[C@H](C)NC(C)=O" relative_energy_kcal_mol=0.0 total_charge=0 largest_force_ev_per_a=3.4 orbital_gap_ev=9.66 e_homo_ev=-9.292
C -5.2750 -5.6413 3.5937 0.07 0.13 0.14
C -5.4488 -4.1288 3.4312 0.41 -0.29 -0.17
C -4.8532 -3.6102 2.1090 0.04 0.19 0.11
C -3.3257 -3.5359 2.0779 0.91 -0.11 1.05
O -2.6343 -3.9143 3.0123 -0.50 0.05 -0.41
N -2.7180 -3.0034 0.9568 -0.04 0.31 0.26
C -1.3005 -2.6097 0.9536 -0.29 -0.21 -0.80
C -0.7234 -2.6377 -0.4509 0.20 -0.28 -0.26
C 0.3395 -1.5424 -0.4036 0.43 -0.65 -0.56
O -0.1124 -0.5698 0.5479 -0.23 -0.32 0.16
C -1.0180 -1.1598 1.3549 -2.45 0.82 2.25
O -1.6309 -0.6052 2.2576 1.61 -0.50 -1.81
H -4.2167 -5.9146 3.6334 -0.15 0.06 -0.02
H -5.7418 -6.1726 2.7587 0.01 -0.01 0.08
H -5.7485 -5.9730 4.5227 0.05 -0.05 -0.13
H -4.9860 -3.6101 4.2783 -0.04 -0.04 -0.20
H -6.5189 -3.8993 3.4509 0.12 0.10 -0.09
H -5.2353 -2.6002 1.9361 0.07 0.02 -0.19
H -5.1927 -4.2409 1.2830 -0.02 0.06 -0.09
H -3.3409 -2.5520 0.2934 0.42 -0.01 0.13
H -0.7093 -3.2587 1.6100 -0.47 0.03 0.07
H -0.3004 -3.6152 -0.7037 -0.09 0.23 -0.08
H -1.4866 -2.3838 -1.1940 0.02 -0.05 0.13
H 1.2993 -1.9574 -0.0755 -0.08 0.22 0.06
H 0.4818 -1.0926 -1.3918 -0.02 0.25 0.39
C 5.7771 4.8179 -0.4454 -0.51 -0.28 0.29
N 4.4758 4.4018 -0.9658 0.09 0.37 -1.15
C 3.6521 3.5347 -0.3629 0.56 -0.77 0.85
O 3.9427 3.0371 0.7220 -0.48 -0.02 -0.36
C 2.3269 3.1417 -1.0750 -0.17 0.01 -0.20
C 1.8535 1.7287 -0.6976 0.34 0.53 0.33
N 2.3531 3.2176 -2.5437 0.15 -0.73 0.64
C 2.4186 4.3337 -3.2684 0.06 0.96 -0.75
C 2.3963 4.1677 -4.7692 -0.07 -0.01 0.08
O 2.5227 5.4483 -2.7771 -0.02 0.16 0.36
H 5.6361 5.5721 0.3304 0.17 -0.01 0.04
H 6.3875 5.2342 -1.2478 -0.21 -0.06 0.00
H 6.2947 3.9604 -0.0097 -0.11 0.10 -0.03
H 4.1197 4.8662 -1.7927 0.09 0.12 0.27
H 1.5749 3.8499 -0.7224 0.02 0.16 -0.02
H 1.6953 1.6714 0.3811 0.10 -0.07 -0.20
H 0.9096 1.5042 -1.1950 0.00 0.08 -0.02
H 2.6062 0.9927 -0.9819 0.01 -0.08 0.03
H 2.2805 2.3466 -3.0411 0.05 -0.06 0.04
H 3.2262 3.5345 -5.0775 -0.04 -0.11 -0.15
H 1.4511 3.7193 -5.0687 0.01 -0.12 -0.18
H 2.4961 5.1482 -5.2338 -0.02 -0.14 0.11